Molecular formula: C3H5NO2
Method: DFT, the ωB97M-V functional and the def2-TZVPD basis

```
11
Properties=species:S:1:pos:R:3:forces:R:3
N 0.1579 -1.4747 0.7164 -2.36 -1.15 4.64
C -0.1412 -1.0369 -0.5167 0.64 1.70 -1.60
C -0.1202 0.2153 -1.0781 0.47 -0.74 0.20
C 0.0568 1.3721 -0.2569 -1.02 1.75 0.83
O -0.3211 2.5342 -0.4428 0.99 -1.91 -0.04
O 0.5954 1.0435 0.9804 -0.57 2.33 -0.06
H -0.0008 -0.7962 1.5593 0.82 -1.28 -2.54
H -0.3277 -2.3952 1.0462 1.35 2.03 -1.45
H -0.2415 -1.7858 -1.2492 -0.34 -1.24 -0.56
H -0.1212 0.3844 -2.1581 -0.47 -0.37 0.50
H 0.4635 1.9391 1.3995 0.50 -1.12 0.08
```
Positions in Å, forces in eV/Å.

Computed properties:
F_max	5.33	eV Å⁻¹
LUMO	0.67	eV
E_HOMO	-8.964	eV
HOMO-LUMO gap	9.6336	eV